Entry 1:
{"formula": "C2H3I", "method": "ωB97M-V with the def2-TZVPD basis set", "species": ["C", "C", "I", "H", "H", "H"], "positions_angstrom": [[-0.33755, 0.36411, 1.17479], [0.30311, -0.03232, -1.51342], [-1.45489, -0.74225, -0.34268], [0.35446, -0.34853, 0.90331], [-0.05130, 1.40247, 0.71999], [1.18616, -0.64347, -0.94200]], "atomic_forces_ev_per_a": [[-1.2, 2.4, -1.9], [0.9, -0.9, 2.1], [-0.1, 0.4, -0.7], [3.0, -1.2, 1.0], [-0.7, -1.6, 0.7], [-1.9, 0.8, -1.1]], "homo_lumo_gap_ha": [0.298, 0.256], "lumo_energy_ev": [-0.945, -1.685], "total_energy_ev": -10214.74732, "homo_ev": [-9.06, -8.65], "de_lowest_kj_mol": 731.5}

=====

Entry 2:
{"formula": "C2H3I3O2", "method": "ωB97M-V with the def2-TZVPD basis set", "species": ["C", "C", "O", "O", "I", "I", "I", "H", "H", "H"], "positions_angstrom": [[0.11990, -0.82358, -1.07785], [0.94264, -0.32925, -0.10073], [-0.32997, -2.07355, -1.04318], [-1.06133, 1.35571, 1.44364], [-1.88363, 3.21553, 1.23408], [1.80662, 1.60468, -0.22661], [1.98169, -1.55317, 1.23579], [-0.39949, -0.28538, -1.85777], [-0.68317, -2.56054, -1.78370], [-0.49327, 1.44956, 2.17634]], "atomic_forces_ev_per_a": [[0.3, 0.8, 0.8], [-0.1, -0.3, -1.8], [0.4, -1.8, 1.9], [-0.6, -2.2, -1.3], [-1.0, 2.2, -0.3], [-0.5, -0.5, -0.2], [-0.5, -0.1, -0.1], [0.6, 1.0, 0.0], [0.0, 0.8, -0.7], [1.4, 0.0, 1.7]], "homo_lumo_gap_ha": [0.279, 0.204], "multiplicity": 3, "lumo_energy_ev": [0.107, -2.905], "total_energy_ev": -30514.70432, "homo_ev": [-7.47, -8.45], "de_lowest_kj_mol": 142.7}